The following is a DFT calculation (ωB97M-V with the def2-TZVPD basis set) of a 21-piece molecular cluster, C40H129N7O27 overall in a non-equilibrium geometry.

HOMO-LUMO gap   9.4 eV
F_max   4.0 eV Å⁻¹
E_LUMO   0.45 eV

Each line ends with the Mulliken charge.
Positions of all 203 atoms, in Å:
1 C 3.3057 -3.3026 4.6650  -1.23
2 C 3.0629 -2.3129 5.7611  0.36
3 C 4.1107 -1.1848 5.6139  -0.71
4 O 3.9554 -0.3121 6.7916  -0.35
5 C 4.9854 0.6635 6.9600  -0.77
6 N 1.6590 -1.8649 5.7998  -0.27
7 H 2.8717 -2.7894 3.7614  0.03
8 H 2.8731 -4.2628 4.8469  0.41
9 H 4.3275 -3.6227 4.3821  0.43
10 H 3.3459 -2.8025 6.8086  0.28
11 H 3.9280 -0.6350 4.6913  0.14
12 H 5.0809 -1.6820 5.5339  0.52
13 H 4.6435 1.6035 6.5147  0.22
14 H 5.8347 0.3472 6.4133  0.36
15 H 5.2460 0.9881 7.9875  0.25
16 H 1.0769 -2.6244 6.0424  0.11
17 H 1.5413 -1.1612 6.5259  0.22
18 C 3.4975 -4.1784 -4.0581  -1.30
19 C 2.8639 -2.8676 -4.6340  0.12
20 C 1.8237 -2.2990 -3.6288  2.00
21 O 0.9564 -3.2372 -3.0928  -0.54
22 C 0.5846 -2.9372 -1.7237  0.50
23 N 3.7534 -1.8015 -4.8663  -0.37
24 H 2.7596 -4.9766 -3.8469  0.27
25 H 3.9249 -3.9486 -3.1058  0.19
26 H 4.3169 -4.4809 -4.7375  0.41
27 H 2.3911 -2.9270 -5.6051  0.41
28 H 1.2736 -1.4473 -3.9718  -0.39
29 H 2.4542 -1.9364 -2.8432  -1.60
30 H 0.4610 -1.8690 -1.4234  -0.14
31 H 1.4682 -3.3509 -1.0547  0.30
32 H -0.3409 -3.4953 -1.4758  -0.39
33 H 4.2276 -1.4329 -4.0871  0.02
34 H 4.3269 -1.9888 -5.7078  0.27
35 C 1.9042 6.1467 -5.8322  -1.81
36 C 1.0094 5.0048 -5.4095  1.96
37 C -0.4383 5.5421 -5.1778  -0.64
38 O -0.3101 6.3637 -4.0081  -0.34
39 C -1.5954 6.6074 -3.3539  -0.66
40 N 1.0707 3.9745 -6.5368  -0.65
41 H 2.1273 6.8556 -4.9578  0.22
42 H 1.5943 6.6473 -6.6864  0.51
43 H 2.8649 5.7269 -6.1147  0.54
44 H 1.3306 4.4839 -4.4746  -0.83
45 H -1.1903 4.7943 -4.9138  0.25
46 H -0.7926 6.2192 -6.0044  0.31
47 H -1.6108 7.4592 -2.6758  0.27
48 H -1.9814 5.6591 -2.8966  0.15
49 H -2.3291 6.7672 -4.1525  0.35
50 H 1.0910 4.4467 -7.4423  0.28
51 H 1.9998 3.5217 -6.4501  0.22
52 C -2.7439 -0.1888 6.6075  -1.40
53 C -3.6710 -0.8991 5.5904  1.90
54 C -4.1218 -2.2594 6.0983  -0.81
55 O -3.1439 -3.1157 6.6680  -0.44
56 C -2.0403 -3.4158 5.8115  0.21
57 N -4.7429 0.0202 5.2603  -0.45
58 H -1.8875 -0.8516 6.8039  0.23
59 H -3.2376 -0.0218 7.5860  0.41
60 H -2.5338 0.7860 6.1700  0.32
61 H -3.1284 -0.9757 4.6286  -0.73
62 H -4.5414 -2.7703 5.1936  0.18
63 H -4.9198 -2.1672 6.8837  0.29
64 H -1.5590 -2.4949 5.4151  -0.51
65 H -2.4474 -3.8673 4.9273  0.24
66 H -1.2745 -4.0292 6.3498  0.30
67 H -5.3127 0.3185 6.0675  0.23
68 H -5.2668 -0.3764 4.5120  0.17
69 C 4.6279 -1.5902 -0.9745  -0.26
70 C 4.3823 -0.9828 0.4433  0.18
71 C 3.1046 -0.2056 0.5657  0.11
72 O 3.1513 0.9534 -0.3443  0.80
73 C 2.9687 2.1544 0.4110  -0.80
74 N 4.3316 -2.0032 1.5158  -0.45
75 H 5.0656 -0.8510 -1.6469  -0.07
76 H 3.7647 -2.0597 -1.4304  -0.25
77 H 5.3880 -2.3632 -0.8251  0.54
78 H 5.1431 -0.2615 0.6851  0.20
79 H 3.0301 0.1639 1.6355  -0.15
80 H 2.3193 -0.8887 0.4084  -0.31
81 H 3.5984 2.3567 1.2515  0.45
82 H 1.9268 2.1696 0.6847  0.21
83 H 3.2516 2.8897 -0.3561  -0.10
84 H 3.3575 -2.3269 1.4612  0.03
85 H 4.9907 -2.7430 1.4673  0.30
86 C -2.9485 -6.1083 -1.8480  -1.61
87 C -3.3297 -6.1108 -0.3663  0.91
88 C -2.8522 -7.3029 0.3163  -0.90
89 O -3.3222 -7.3776 1.6806  -0.27
90 C -4.5189 -8.0567 1.9377  -0.62
91 N -2.7538 -4.9406 0.2638  0.05
92 H -3.6665 -5.5019 -2.5116  0.25
93 H -3.0033 -7.1335 -2.1818  0.44
94 H -1.9470 -5.7409 -1.9675  0.37
95 H -4.4752 -6.2271 -0.2171  0.03
96 H -1.7322 -7.2870 0.4363  0.21
97 H -3.1183 -8.2675 -0.2161  0.38
98 H -4.5982 -7.9058 3.0055  0.23
99 H -4.5977 -9.1678 1.7793  0.25
100 H -5.3173 -7.6242 1.2591  0.27
101 H -2.8387 -4.9480 1.2746  0.06
102 H -1.8456 -4.7901 -0.0104  -0.12
103 C 6.9204 3.1350 -3.5103  -1.52
104 C 5.5663 3.1460 -2.7909  0.82
105 C 4.5729 4.0215 -3.5847  0.02
106 O 4.9713 5.4043 -3.7017  -0.44
107 C 4.5734 6.1326 -2.5520  -0.70
108 N 5.1224 1.7556 -2.8690  -0.42
109 H 7.6299 2.4489 -3.0925  0.50
110 H 7.4502 4.1417 -3.3699  0.29
111 H 6.7881 2.8411 -4.5719  0.28
112 H 5.6064 3.3593 -1.7053  0.35
113 H 3.5445 3.9228 -3.1331  -0.13
114 H 4.4972 3.7431 -4.6760  0.10
115 H 4.5119 7.1791 -2.8555  0.29
116 H 5.2968 6.0373 -1.7897  0.33
117 H 3.6092 5.7877 -2.1627  0.24
118 H 5.6761 1.2149 -2.2642  0.32
119 H 4.2408 1.6692 -2.4071  -0.51
120 O -3.0493 3.9394 -0.3315  -0.42
121 H -3.1239 4.2196 0.5842  0.24
122 H -2.1302 3.7176 -0.4748  0.14
123 O -2.7276 2.7254 -4.2370  -0.47
124 H -3.6773 2.9485 -4.1215  0.23
125 H -2.6269 1.8754 -3.7501  0.06
126 O -3.7370 2.3222 3.3560  -0.83
127 H -3.9840 1.8255 4.1429  0.25
128 H -3.8321 1.7512 2.5239  0.41
129 O -0.3925 2.8835 -0.5671  0.30
130 H 0.0574 2.6281 -1.3802  0.35
131 H 0.2800 3.4159 -0.0863  0.09
132 O 1.0919 4.4917 1.3164  -0.64
133 H 0.2868 4.2578 1.8480  0.47
134 H 0.9572 5.3055 0.8307  0.23
135 O -5.0160 3.0962 -2.4375  -0.60
136 H -5.8909 2.9573 -2.0373  0.29
137 H -4.5761 3.3609 -1.6450  0.23
138 O -0.7534 0.8827 1.3157  2.57
139 H -0.7017 0.0255 0.9049  -0.87
140 H -0.6242 1.5211 0.5356  -0.28
141 O -4.3114 4.7402 2.1081  -0.57
142 H -4.6011 4.0890 2.7031  0.30
143 H -4.9640 5.3366 1.7659  0.22
144 C -3.6112 0.6818 -0.0686  -0.47
145 C -2.9131 -0.4383 -0.9356  0.17
146 O -1.5001 -0.2261 -0.8288  1.17
147 O -3.2909 0.4566 1.3278  -0.11
148 H -4.6509 0.4954 -0.1779  0.85
149 H -3.2094 1.6541 -0.4220  -0.38
150 H -3.3593 -0.5664 -1.9283  -0.30
151 H -3.1600 -1.4093 -0.5321  -0.35
152 H -1.3000 0.2074 -1.6544  -0.87
153 H -2.3166 0.6536 1.4240  -0.15
154 C 0.8916 2.1159 4.4556  -0.34
155 C 0.1922 3.4505 4.2663  -0.57
156 O -0.5866 3.4117 3.0170  -0.74
157 O 0.1724 0.9823 4.1184  0.04
158 H 1.2618 2.0348 5.5376  0.30
159 H 1.8268 2.1211 3.8935  0.19
160 H 0.9471 4.1818 4.0653  0.37
161 H -0.4245 3.8512 5.0786  0.35
162 H -1.4665 3.0122 3.1379  0.11
163 H -0.0455 1.0814 3.1729  -0.56
164 C 1.5552 1.2958 -3.2917  1.06
165 C 1.7152 1.4270 -4.7817  0.60
166 O 0.3240 1.6357 -5.2460  -0.85
167 O 0.7947 2.4346 -2.8873  -1.05
168 H 2.4709 1.2557 -2.7425  -0.57
169 H 1.0637 0.3966 -3.0312  -0.93
170 H 2.1152 0.6250 -5.3849  0.37
171 H 2.3523 2.3080 -5.0130  -0.30
172 H 0.4181 2.2555 -5.9975  0.31
173 H 0.1274 2.5429 -3.5451  -0.11
174 C -2.0633 -1.1133 -5.6345  -0.57
175 C -2.0708 -1.1208 -4.1132  -0.29
176 O -1.3340 0.0186 -3.6248  1.92
177 O -2.5485 -2.3748 -6.1562  -0.57
178 H -1.0522 -0.9314 -5.9902  0.32
179 H -2.7031 -0.2541 -6.0506  0.23
180 H -1.5708 -2.0403 -3.7202  -0.05
181 H -3.0892 -1.0260 -3.7109  0.43
182 H -0.5961 0.3388 -4.2379  -0.66
183 H -1.9721 -3.0347 -5.7644  0.34
184 C -5.6377 -3.2639 2.1298  -0.58
185 C -5.2343 -1.8978 1.5761  0.51
186 O -5.3371 -0.9584 2.6215  -0.68
187 O -6.1282 -4.1521 1.1512  -0.63
188 H -6.4120 -2.9347 2.8426  0.43
189 H -4.7682 -3.6366 2.6929  0.15
190 H -5.9411 -1.7392 0.7574  0.20
191 H -4.2915 -1.8603 1.1190  -0.45
192 H -4.6681 -0.2626 2.3924  0.37
193 H -5.3323 -4.3240 0.4858  0.34
194 C -1.1069 -2.7561 1.8636  0.85
195 C -0.5236 -1.8280 2.8677  -1.03
196 O 0.7567 -1.3883 2.6096  1.57
197 O -0.3626 -4.0166 1.7771  -0.69
198 H -1.0267 -2.1847 0.9400  -0.36
199 H -2.1171 -3.0138 1.9196  0.02
200 H -0.5406 -2.1909 3.8854  0.09
201 H -1.1994 -1.0213 2.9196  -0.20
202 H 1.0578 -0.9737 3.4644  -0.55
203 H 0.5885 -3.9482 1.8214  0.34